1.
{
  "formula": "C6H7N3",
  "method": "the ωB97M-V functional and the def2-TZVPD basis",
  "symbols": ["C", "N", "N", "C", "C", "C", "C", "N", "C", "H", "H", "H", "H", "H", "H", "H"],
  "positions_angstrom": [[-1.95, 0.97, -0.03], [-2.74, -0.10, 0.03], [-1.85, -1.12, -0.06], [-0.51, -0.77, -0.03], [-0.56, 0.61, -0.12], [0.96, 0.91, -0.07], [1.44, -0.21, -0.99], [0.82, -1.21, 0.01], [1.28, -0.07, 1.06], [-2.53, 1.87, -0.03], [-2.31, -1.95, -0.02], [1.33, 1.90, -0.20], [2.54, -0.23, -1.05], [1.01, -0.25, -1.94], [2.36, -0.24, 1.43], [0.70, -0.11, 2.02]],
  "homo_lumo_gap_ev": 9.54,
  "smiles": "c1n[nH]c2c1C1CN2C1",
  "total_charge": 0
}

2.
{
  "formula": "C13H56N2O21",
  "method": "the ωB97M-V functional and the def2-TZVPD basis",
  "symbols": ["C", "C", "O", "O", "H", "H", "H", "H", "H", "H", "C", "C", "O", "O", "H", "H", "H", "H", "H", "H", "C", "C", "O", "O", "H", "H", "H", "H", "H", "H", "C", "C", "O", "O", "H", "H", "H", "H", "H", "H", "C", "C", "O", "O", "H", "H", "H", "H", "H", "H", "C", "C", "O", "O", "H", "H", "H", "H", "H", "H", "C", "O", "N", "N", "H", "H", "H", "H", "O", "H", "H", "O", "H", "H", "O", "H", "H", "O", "H", "H", "O", "H", "H", "O", "H", "H", "O", "H", "H", "O", "H", "H"],
  "positions_angstrom": [[-2.12, -0.68, 5.55], [-1.95, -0.94, 4.06], [-0.88, -0.15, 3.53], [-1.08, -1.24, 6.29], [-3.14, -1.01, 5.82], [-2.21, 0.41, 5.71], [-2.85, -0.67, 3.52], [-1.72, -1.97, 3.79], [-0.05, -0.63, 3.67], [-0.96, -0.75, 7.11], [0.54, 4.45, -1.89], [0.83, 3.71, -0.61], [2.11, 4.05, -0.06], [0.22, 5.81, -1.65], [-0.24, 4.02, -2.52], [1.46, 4.36, -2.49], [0.89, 2.63, -0.82], [0.02, 3.82, 0.12], [1.95, 4.21, 0.88], [0.90, 6.23, -1.12], [4.13, 1.26, -1.63], [4.96, 2.53, -1.68], [4.20, 3.70, -1.86], [3.71, 0.87, -2.96], [3.23, 1.40, -1.02], [4.72, 0.43, -1.27], [5.79, 2.58, -2.39], [5.48, 2.54, -0.70], [3.47, 3.76, -1.21], [3.40, 1.67, -3.39], [-2.92, 2.56, 1.88], [-3.65, 2.33, 3.19], [-3.71, 3.48, 4.04], [-3.70, 3.30, 0.98], [-2.73, 1.56, 1.48], [-1.93, 2.97, 2.14], [-3.18, 1.57, 3.82], [-4.63, 1.86, 3.08], [-3.81, 4.30, 3.55], [-3.93, 4.18, 1.29], [3.95, -4.50, -1.26], [2.54, -4.68, -1.77], [1.89, -5.76, -1.12], [3.88, -4.17, 0.12], [4.47, -3.77, -1.88], [4.47, -5.46, -1.38], [2.55, -4.89, -2.85], [1.99, -3.73, -1.65], [0.97, -5.78, -1.43], [3.42, -4.88, 0.58], [0.89, -0.82, -0.52], [-0.55, -0.68, -0.12], [-1.40, -1.41, -1.03], [1.43, -2.05, -0.03], [1.42, 0.06, -0.10], [1.03, -0.82, -1.60], [-0.93, 0.35, -0.14], [-0.68, -1.15, 0.86], [-0.91, -2.14, -1.42], [0.89, -2.28, 0.74], [-1.94, 2.90, -2.38], [-1.28, 1.98, -1.85], [-3.18, 3.25, -2.01], [-1.45, 3.48, -3.50], [-3.65, 3.88, -2.64], [-3.70, 2.86, -1.25], [-1.87, 4.27, -3.96], [-0.50, 3.35, -3.79], [-3.58, 0.25, -1.23], [-3.34, 1.07, -0.80], [-2.77, -0.29, -1.18], [-3.40, -2.94, 1.36], [-3.97, -2.17, 1.45], [-3.00, -2.84, 0.49], [0.11, -3.27, 2.09], [0.12, -3.51, 3.03], [0.20, -4.12, 1.63], [-1.28, -3.57, -3.29], [-1.51, -3.44, -4.22], [-0.63, -4.29, -3.30], [0.59, 2.06, 2.04], [0.36, 1.94, 2.97], [0.07, 1.39, 1.57], [0.80, -1.92, -4.82], [0.22, -2.14, -4.09], [1.60, -2.45, -4.68], [3.26, -1.83, 2.10], [2.79, -1.80, 1.24], [4.01, -2.42, 1.94], [-1.44, -5.19, -0.72], [-1.62, -4.51, -1.38], [-1.93, -5.96, -1.02]],
  "homo_lumo_gap_ev": 9.23,
  "total_charge": 0
}

3.
{
  "formula": "C16H27BN2O3",
  "method": "the ωB97M-V functional and the def2-TZVPD basis",
  "symbols": ["O", "C", "C", "N", "C", "C", "C", "C", "C", "C", "C", "C", "C", "C", "N", "C", "C", "C", "C", "B", "O", "O", "H", "H", "H", "H", "H", "H", "H", "H", "H", "H", "H", "H", "H", "H", "H", "H", "H", "H", "H", "H", "H", "H", "H", "H", "H", "H", "H"],
  "positions_angstrom": [[1.64, -0.87, 1.10], [0.59, -1.49, 1.17], [0.20, -2.34, -0.03], [0.60, -1.67, -1.27], [-0.18, -0.57, -1.87], [0.32, -0.05, -3.27], [-0.63, 1.05, -3.86], [-0.62, 2.28, -2.96], [0.81, 2.86, -2.83], [1.73, 1.75, -2.18], [1.74, 0.53, -3.16], [1.21, 1.31, -0.77], [-0.20, 0.69, -0.91], [-1.14, 1.78, -1.55], [-0.25, -1.45, 2.25], [-1.42, -2.34, 2.44], [-1.42, -2.68, 3.94], [-0.67, -1.55, 4.65], [0.13, -0.88, 3.57], [-0.20, 0.64, 3.43], [-0.93, 1.30, 4.40], [0.29, 1.29, 2.29], [-0.85, -2.56, 0.01], [0.76, -3.30, -0.01], [1.55, -1.31, -1.15], [-1.21, -0.93, -2.03], [0.30, -0.89, -3.97], [-0.28, 1.33, -4.90], [-1.61, 0.64, -3.98], [-1.33, 3.01, -3.34], [0.80, 3.77, -2.23], [1.19, 3.13, -3.81], [2.74, 2.15, -2.05], [2.41, -0.21, -2.77], [2.15, 0.87, -4.13], [1.22, 2.16, -0.07], [1.87, 0.56, -0.33], [-0.56, 0.39, 0.07], [-2.13, 1.35, -1.67], [-1.24, 2.61, -0.87], [-2.36, -1.79, 2.23], [-1.31, -3.24, 1.82], [-0.88, -3.62, 4.09], [-2.44, -2.88, 4.30], [-0.04, -1.93, 5.49], [-1.37, -0.80, 4.97], [1.20, -0.98, 3.70], [-1.00, 2.27, 4.23], [0.84, 0.61, 1.83]],
  "homo_lumo_gap_ev": 8.92,
  "smiles": "O=C(CN[C@H]1[C@@H]2C[C@H]3C[C@@H](C2)C[C@@H]1C3)N1CCC[C@@H]1B(O)O",
  "total_charge": 0
}

4.
{
  "formula": "C14H11N3S2Tl",
  "method": "the ωB97M-V functional and the def2-TZVPD basis",
  "symbols": ["Tl", "S", "C", "N", "C", "C", "C", "C", "C", "C", "H", "H", "H", "H", "H", "N", "C", "N", "C", "C", "C", "C", "C", "C", "S", "H", "H", "H", "H", "H", "H"],
  "positions_angstrom": [[0.23, 0.49, 0.08], [0.64, 0.70, 5.72], [1.02, 0.38, 4.04], [0.05, 0.47, 3.20], [-1.13, 0.82, 3.90], [-2.38, 0.97, 3.38], [-3.47, 1.33, 4.25], [-3.29, 1.52, 5.61], [-2.03, 1.35, 6.16], [-0.95, 0.99, 5.29], [2.04, 0.12, 3.77], [-2.58, 0.80, 2.33], [-4.45, 1.47, 3.83], [-4.12, 1.79, 6.24], [-1.86, 1.48, 7.22], [0.98, -2.59, -3.24], [0.45, -1.50, -3.75], [0.01, -0.45, -3.05], [-0.48, 0.48, -3.89], [-1.05, 1.72, -3.52], [-1.48, 2.56, -4.50], [-1.37, 2.21, -5.89], [-0.83, 1.01, -6.29], [-0.38, 0.15, -5.30], [0.32, -1.38, -5.51], [1.06, -2.73, -2.25], [1.30, -3.34, -3.84], [-1.15, 2.00, -2.48], [-1.91, 3.51, -4.24], [-1.73, 2.91, -6.63], [-0.75, 0.75, -7.34]],
  "homo_lumo_gap_ev": [6.28, 4.93],
  "total_charge": 3
}

5.
{
  "formula": "C28H53FGeN4O9PRb",
  "method": "the ωB97M-V functional and the def2-TZVPD basis",
  "symbols": ["Rb", "C", "C", "C", "C", "O", "Ge", "O", "C", "C", "C", "C", "O", "C", "C", "C", "C", "H", "H", "H", "H", "H", "H", "H", "H", "H", "H", "H", "H", "H", "H", "H", "H", "H", "H", "H", "H", "H", "H", "H", "H", "H", "H", "H", "C", "C", "N", "O", "C", "C", "N", "O", "H", "H", "H", "H", "H", "H", "H", "F", "C", "C", "N", "C", "C", "O", "O", "C", "O", "N", "C", "O", "H", "H", "H", "H", "C", "C", "P", "C", "C", "C", "C", "H", "H", "H", "H", "H", "H", "H", "H", "H", "H", "H", "H", "H", "H", "H"],
  "positions_angstrom": [[0.10, -0.22, 0.15], [2.02, 1.13, 3.30], [1.48, 2.48, 2.85], [1.08, 3.32, 4.07], [2.58, 3.23, 2.10], [0.38, 2.31, 1.95], [-1.37, 1.82, 2.65], [-2.10, 1.65, 0.94], [-3.16, 2.44, 0.41], [-2.61, 3.36, -0.67], [-4.16, 1.47, -0.21], [-3.87, 3.28, 1.48], [-0.85, 0.02, 2.70], [-1.61, -1.05, 3.24], [-2.35, -0.62, 4.51], [-2.61, -1.58, 2.21], [-0.62, -2.16, 3.58], [2.88, 1.26, 3.96], [1.25, 0.55, 3.81], [2.33, 0.55, 2.43], [1.96, 3.53, 4.68], [0.64, 4.26, 3.75], [0.34, 2.80, 4.69], [3.45, 3.36, 2.74], [2.88, 2.67, 1.21], [2.23, 4.21, 1.78], [-2.17, 2.78, -1.47], [-3.40, 4.00, -1.08], [-1.83, 4.00, -0.25], [-3.65, 0.83, -0.94], [-4.59, 0.82, 0.56], [-4.97, 2.00, -0.72], [-3.20, 4.01, 1.92], [-4.71, 3.81, 1.03], [-4.25, 2.65, 2.28], [-3.13, 0.12, 4.29], [-2.83, -1.48, 4.98], [-1.66, -0.17, 5.22], [-3.24, -0.76, 1.85], [-2.09, -2.02, 1.36], [-3.25, -2.35, 2.65], [0.12, -1.79, 4.30], [-1.13, -3.03, 4.01], [-0.10, -2.49, 2.68], [1.03, 4.30, -2.87], [0.44, 2.98, -2.50], [0.42, 2.50, -1.31], [0.98, 3.32, -0.38], [-0.22, 2.17, -3.55], [-0.42, 2.72, -4.93], [-0.67, 1.01, -3.26], [-1.29, 0.17, -3.89], [1.71, 4.63, -2.09], [0.24, 5.06, -2.97], [1.56, 4.25, -3.82], [0.77, 2.88, 0.51], [-0.86, 3.72, -4.89], [-1.07, 2.07, -5.51], [0.54, 2.80, -5.46], [-2.97, -5.88, -5.03], [-1.88, -5.12, -4.86], [-1.76, -4.30, -3.81], [-0.67, -3.49, -3.63], [-0.59, -2.67, -2.42], [-0.54, -3.49, -1.11], [-0.91, -4.67, -1.16], [-0.14, -2.80, -0.13], [0.42, -3.56, -4.47], [1.44, -2.92, -4.32], [0.26, -4.42, -5.53], [-0.82, -5.25, -5.84], [-0.81, -5.97, -6.82], [-2.53, -4.23, -3.06], [-1.46, -2.02, -2.39], [0.30, -2.06, -2.52], [1.05, -4.48, -6.16], [6.43, 0.27, 0.20], [5.00, 0.54, 0.66], [3.62, -0.27, -0.27], [3.99, 0.29, -2.00], [2.83, 0.06, -2.96], [4.20, -2.02, -0.29], [3.20, -3.00, -0.90], [7.15, 0.81, 0.82], [6.58, 0.59, -0.84], [6.68, -0.79, 0.26], [4.79, 1.62, 0.63], [4.87, 0.26, 1.70], [4.91, -0.19, -2.36], [4.20, 1.37, -1.93], [2.61, -1.00, -3.11], [3.05, 0.48, -3.95], [1.93, 0.54, -2.60], [4.39, -2.28, 0.75], [5.16, -2.08, -0.82], [2.22, -2.95, -0.40], [3.56, -4.02, -0.82], [3.03, -2.80, -1.96]],
  "homo_lumo_gap_ev": [6.78, 6.08],
  "spin_multiplicity": 2,
  "total_charge": -1,
  "s2": 0.766
}

no.,molar mass (Da),E (eV)
1,121.1,-10801.6350
2,576.6,-60364.2967
3,306.2,-26832.9530
4,489.8,-45502.7215
5,797.8,-123465.1224